--- 1 ---
Formula: C5H7N3
Source: the OMol25 dataset
Level of theory: the ωB97M-V functional and the def2-TZVPD basis

Element x y z (Å)
H1 -0.5701 2.1799 0.4695
N1 0.4525 2.0882 0.3066
C1 0.6073 0.8421 0.0788
N2 1.8214 0.3423 -0.4290
C2 2.0064 -1.0066 -0.2769
N3 0.9962 -1.5929 0.1797
C3 0.0118 -0.4760 0.5609
C4 -1.5357 -0.7626 0.2652
C5 -2.2073 -0.0973 -0.6763
H2 2.7264 1.0568 -0.3176
H3 2.9379 -1.3942 -0.6569
H4 0.1762 -0.2772 1.6378
H5 -2.3823 -1.4450 0.9525
H6 -3.2657 -0.2194 -0.7307
H7 -1.7750 0.7619 -1.3637

HOMO level, Eh: -0.3373
Gap between HOMO and LUMO, eV: 9.978
Lowest unoccupied orbital energy, eV: 0.80

---

--- 2 ---
Formula: C5H7N3
Source: the OMol25 dataset
Level of theory: the ωB97M-V functional and the def2-TZVPD basis

Element x y z (Å)
N1 -0.0554 -0.5238 -2.3559
C1 0.0196 -0.4846 -1.0951
N2 -0.3466 -1.3578 -0.0967
C2 0.6390 -1.4757 0.9862
C3 -0.4526 -0.4705 1.2176
C4 0.2065 0.9330 0.7933
C5 -0.4146 1.8639 -0.2622
N3 0.6403 0.7843 -0.6583
H1 -0.4847 -1.3741 -2.5793
H2 0.6275 -2.5896 1.1140
H3 1.5429 -0.7215 0.6296
H4 -1.4821 -0.5576 1.6890
H5 1.0364 1.2143 1.4136
H6 -1.4545 1.9112 -0.6692
H7 -0.0219 2.8488 -0.1267

HOMO level, Eh: -0.3464
Gap between HOMO and LUMO, eV: 10.486
Lowest unoccupied orbital energy, eV: 1.06

---

--- 3 ---
Formula: C5H7N3
Source: the OMol25 dataset
Level of theory: the ωB97M-V functional and the def2-TZVPD basis

Element x y z (Å)
C1 -1.3592 -0.1243 1.0523
N1 -1.2923 0.9439 0.4400
N2 -0.0542 1.4987 0.0543
C2 0.1763 1.3146 -1.3852
C3 0.9683 0.4552 -0.4731
C4 0.3756 -0.8399 -0.3642
N3 0.3481 -2.0993 0.4533
C5 -0.0699 -0.8695 1.1028
H1 -2.3797 -0.3136 1.5168
H2 -0.7568 0.9842 -1.8257
H3 0.6567 2.1035 -1.9872
H4 1.9666 0.7103 -0.1175
H5 -0.4525 -0.9884 -1.1280
H6 1.2024 -2.3694 0.8836
H7 0.6707 -0.4058 1.7778

HOMO level, Eh: -0.3146
Gap between HOMO and LUMO, eV: 9.536
Lowest unoccupied orbital energy, eV: 0.98

---

Least stable: 3

---

--- 1 ---
Formula: C5H7N3
Source: the OMol25 dataset
Level of theory: the ωB97M-V functional and the def2-TZVPD basis

Element x y z (Å)
H1 2.3849 1.7165 0.3516
N1 1.3912 1.6321 0.0306
C1 1.1998 0.4025 -0.0356
C2 2.0750 -0.8987 -0.0248
C3 -0.1683 -0.0284 -0.1603
N2 -0.7985 -1.1614 -0.1320
C4 -2.0868 -0.8865 -0.1320
C5 -2.3303 0.4534 -0.0255
N3 -1.1870 1.1811 -0.0649
H2 3.0252 -0.8326 -0.3569
H3 1.4612 -1.5249 -0.7192
H4 2.1033 -1.3866 0.9779
H5 -2.8688 -1.6164 -0.2210
H6 -3.2322 0.8542 0.2088
H7 -0.9687 2.0957 0.3034

HOMO level, Eh: -0.3058
Gap between HOMO and LUMO, eV: 8.935
Lowest unoccupied orbital energy, eV: 0.61

---

--- 2 ---
Formula: C5H7N3
Source: the OMol25 dataset
Level of theory: the ωB97M-V functional and the def2-TZVPD basis

Element x y z (Å)
C1 1.6792 -1.1012 0.6001
N1 2.6009 -0.5225 -0.0167
C2 2.8046 0.8620 0.0462
C3 1.8483 1.7294 -0.1763
N2 0.4600 1.4921 -0.1194
C4 -0.7285 1.1481 -0.2619
N3 -1.9738 1.0676 -0.2964
C5 -2.7750 -0.2123 -0.2281
H1 1.1623 -0.6033 1.4485
H2 1.8803 -2.1959 0.5020
H3 3.8160 1.1872 0.0204
H4 1.9969 2.8196 -0.4893
H5 -2.6228 -0.5202 -1.2107
H6 -2.3430 -0.8340 0.5076
H7 -3.7449 0.1612 -0.0276

HOMO level, Eh: -0.2981
Gap between HOMO and LUMO, eV: 8.899
Lowest unoccupied orbital energy, eV: 0.79

---

Least stable: 2